# 1
26
Properties=species:S:1:pos:R:3:nbo_charge:R:1 method="wB97M-V/def2-TZVPD" homo_lumo_gap_ev=9.540 homo_ev=-9.30
C 0.3950 -1.9941 -0.5149 -0.233
C 2.3572 -0.9852 -3.1955 -0.238
C -0.1520 -2.2199 -1.5547 -0.223
C 1.7904 -0.0317 -2.2537 -0.220
C 2.9668 -0.7642 -4.4002 -0.338
C 0.7445 0.7948 -2.1753 -0.424
C -3.4449 1.2821 0.9829 -0.590
C -2.0373 1.7470 0.9741 -0.405
C -1.2982 0.9383 -0.0636 -0.631
O 0.0371 3.0550 -0.9704 -0.943
O 1.2699 1.3101 0.2958 -0.968
S 0.2646 1.6634 -0.6241 2.150
I -0.8429 1.3131 -3.5013 0.166
H 0.6358 -1.4038 0.3077 0.228
H 2.3176 -2.0484 -2.7528 0.229
H -0.3806 -2.7958 -2.3908 0.231
H 2.2625 -0.1753 -1.1950 0.267
H 3.4572 -1.5106 -5.0143 0.208
H 2.9176 0.1614 -4.8394 0.193
H -3.9247 1.4121 0.0455 0.210
H -3.4237 0.2839 1.2425 0.203
H -3.9329 1.7513 1.9165 0.213
H -1.5989 1.4302 2.0003 0.209
H -1.8712 2.7641 0.8315 0.233
H -0.6911 0.0911 0.2928 0.231
H -1.7428 0.5725 -0.9396 0.243


# 2
107
Properties=species:S:1:pos:R:3:lowdin_charge:R:1 method="wB97M-V/def2-TZVPD" homo_lumo_gap_ev=5.843 homo_ev=-6.09
K -0.4479 -0.0497 0.6170 0.679
C -2.3004 1.6523 1.9882 -0.124
C -1.6439 2.4007 0.9795 -0.232
C -2.1493 1.9201 -0.2818 -0.218
C -3.0607 0.8907 0.0227 -0.117
C -3.1857 0.7319 1.4119 -0.269
C -4.2899 -0.0719 2.0754 -0.550
C -4.3746 -1.4938 1.5074 -0.041
C -5.6279 0.6367 1.7945 -0.049
C -4.1161 -0.1615 3.5918 -0.052
C -1.9672 2.3946 -1.7297 -0.518
C -2.2973 3.8900 -1.8588 -0.042
C -2.9510 1.6766 -2.6691 -0.072
C -0.5668 2.0913 -2.2909 -0.042
C -0.7242 3.5529 1.3989 -0.530
C -0.0049 3.2144 2.7209 -0.061
C -1.5633 4.8198 1.6505 -0.040
C 0.3975 3.8817 0.4096 -0.057
H -2.2253 1.8472 3.0512 0.089
H -3.6412 0.3279 -0.6940 0.095
H -4.5210 -1.4752 0.4259 0.079
H -5.2111 -2.0400 1.9546 0.084
H -3.4575 -2.0428 1.7156 0.056
H -5.7863 0.7329 0.7201 0.079
H -5.6185 1.6399 2.2249 0.088
H -6.4684 0.0807 2.2240 0.078
H -3.2117 -0.7124 3.8497 0.053
H -4.9659 -0.6881 4.0340 0.084
H -4.0657 0.8328 4.0401 0.083
H -3.3094 4.0659 -1.4897 0.095
H -2.2489 4.2123 -2.9036 0.083
H -1.6205 4.5150 -1.2822 0.047
H -3.9831 1.8427 -2.3599 0.088
H -2.7690 0.6001 -2.7039 0.063
H -2.8353 2.0675 -3.6832 0.082
H 0.2270 2.6041 -1.7567 0.048
H -0.5032 2.3822 -3.3441 0.091
H -0.3671 1.0145 -2.2310 0.060
H -0.6997 3.1170 3.5540 0.072
H 0.6920 4.0184 2.9711 0.082
H 0.5688 2.2862 2.6262 0.076
H -2.3134 4.6175 2.4165 0.085
H -2.0881 5.1282 0.7469 0.069
H -0.9317 5.6491 1.9871 0.081
H 1.0023 2.9935 0.2186 0.060
H 1.0475 4.6544 0.8309 0.089
H 0.0228 4.2664 -0.5348 0.060
O 2.0881 -0.8618 3.1246 -0.049
N 2.7996 -0.4951 2.0166 -0.031
C 3.9430 -1.0330 1.9854 -0.114
C 4.8699 -0.8108 0.8693 -0.208
C 6.2296 -0.9938 1.1346 -0.043
C 7.1811 -0.7799 0.1577 -0.075
C 6.7845 -0.3884 -1.1122 -0.068
C 5.4388 -0.2392 -1.3995 -0.083
C 4.4607 -0.4495 -0.4287 -0.305
P 2.6739 -0.3800 -0.9291 1.119
C 2.6789 -1.7856 -2.1178 -0.358
C 3.5797 -2.8475 -2.0413 -0.079
C 3.4792 -3.9209 -2.9154 -0.080
C 2.4843 -3.9520 -3.8799 -0.087
C 1.5681 -2.9134 -3.9501 -0.087
C 1.6560 -1.8514 -3.0647 -0.137
C 2.8261 1.0936 -2.0341 -0.388
C 2.7764 1.1150 -3.4239 -0.095
C 2.9008 2.3169 -4.1100 -0.080
C 3.0771 3.5065 -3.4224 -0.083
C 3.1384 3.4933 -2.0354 -0.078
C 3.0119 2.2973 -1.3508 -0.131
H 1.2139 -0.4841 2.9730 0.031
H 4.2773 -1.6605 2.8135 0.134
H 6.5338 -1.2933 2.1310 0.112
H 8.2314 -0.9204 0.3785 0.105
H 7.5235 -0.2112 -1.8831 0.106
H 5.1427 0.0295 -2.4045 0.110
H 4.3633 -2.8446 -1.2952 0.102
H 4.1909 -4.7341 -2.8445 0.104
H 2.4230 -4.7830 -4.5711 0.102
H 0.7762 -2.9297 -4.6891 0.104
H 0.9315 -1.0468 -3.1135 0.088
H 2.6539 0.1985 -3.9834 0.093
H 2.8642 2.3164 -5.1926 0.104
H 3.1676 4.4405 -3.9618 0.103
H 3.2764 4.4169 -1.4873 0.108
H 3.0668 2.2811 -0.2668 0.104
N -0.7330 -0.9280 4.1697 0.165
C -0.9195 -2.1157 3.5318 -0.456
N -1.1271 -3.1901 4.2858 0.190
C -1.3203 -4.3116 3.5916 -0.437
N -1.4913 -5.4515 4.2897 0.163
N -1.3589 -4.3987 2.2548 0.180
C -1.1491 -3.2608 1.6084 -0.286
N -0.8865 -2.0938 2.1965 0.113
C -1.2808 -3.2952 0.1329 -0.204
C -1.5795 -4.4894 -0.5187 0.004
C -1.7819 -4.4741 -1.8862 -0.043
C -1.6987 -3.2662 -2.5616 -0.044
C -1.3829 -2.1345 -1.8286 -0.138
N -1.1581 -2.1378 -0.5228 0.040
H -0.8986 -0.9599 5.1622 0.114
H -1.0676 -0.1000 3.6883 0.081
H -1.6153 -5.3857 5.2833 0.103
H -1.8140 -6.2649 3.7995 0.103
H -1.6614 -5.3988 0.0564 0.107
H -2.0169 -5.3858 -2.4196 0.111
H -1.8753 -3.2043 -3.6263 0.109
H -1.3104 -1.1634 -2.3094 0.094